The following is a quantum chemistry calculation of a 6-piece molecular cluster, C56H65Br2Cl10FN3O3S overall in a non-equilibrium geometry, from the OMol25 dataset.

```
141
Properties=species:S:1:pos:R:3:mulliken_charge:R:1
C 6.55827 -0.36764 -2.87658 -0.06
C 5.37322 -0.30710 -2.68561 -1.29
C 3.93530 -0.48538 -2.47651 0.80
Br 3.54636 -2.14925 -1.62624 -0.03
N 3.43620 0.79816 -1.92050 1.87
C 3.73920 1.29305 -0.57022 -1.20
C 3.51335 0.37809 0.62964 -1.91
C 2.08383 -0.10699 0.88212 1.18
C 1.07246 0.98048 1.12672 0.21
O -0.10856 0.74865 1.06218 -0.55
O 1.51999 2.22821 1.39229 -0.56
C 3.36887 1.59581 -3.03031 -1.64
N 3.89628 2.76403 -3.30731 0.74
S 3.64511 3.48958 -4.85328 -0.13
C 4.73220 3.48379 -2.29443 0.06
C 5.28153 4.83519 -2.73043 -1.81
N 2.67005 0.93308 -4.03222 1.17
C 1.32127 1.38123 -4.39149 -1.64
C 0.61220 2.23200 -3.33374 -0.50
C -0.16538 1.39004 -2.30262 0.17
C -1.03357 2.33796 -1.44423 -0.90
C -2.49754 2.37122 -1.89808 0.49
C -3.38422 3.03556 -0.81910 -1.27
C -4.45681 2.09184 -0.24694 -0.85
C -3.93081 1.17404 0.88697 -0.30
C -3.32439 -0.09470 0.27046 -0.35
C -2.88376 -1.12500 1.33249 0.29
C -2.85919 -2.51658 0.68184 -0.99
O -1.93669 -2.47847 -0.39954 -0.07
C -2.43805 -2.96488 -1.63072 -0.83
C 2.99873 -0.46028 -3.87281 -0.41
Br 1.54410 -1.70558 -3.57131 0.03
C 3.89682 -0.87945 -5.03477 0.08
F 4.41247 -2.13686 -4.78636 -0.47
C 3.13369 -0.90643 -6.39581 -0.43
C 2.99496 -2.32976 -6.94811 -1.28
H 7.56712 -0.24673 -3.20038 0.54
H 3.15175 2.19842 -0.40538 0.81
H 4.78300 1.62194 -0.52798 0.28
H 4.22850 -0.44449 0.58050 0.54
H 3.81484 0.96055 1.50302 0.64
H 2.11314 -0.67714 1.81726 -0.57
H 1.70562 -0.80104 0.13477 0.12
H 0.74711 2.69513 1.74790 0.49
H 4.92211 3.59262 -5.27427 0.18
H 4.21880 3.60617 -1.34672 0.22
H 5.59339 2.83900 -2.10170 0.23
H 5.92293 4.78359 -3.60642 0.45
H 4.47060 5.55172 -2.85186 0.37
H 5.90929 5.20941 -1.91968 0.42
H 0.65808 0.56436 -4.66637 0.54
H 1.39494 1.98728 -5.30174 0.53
H 1.24453 2.98614 -2.85241 0.32
H -0.15343 2.79963 -3.87402 0.47
H 0.50009 0.78078 -1.68963 -0.38
H -0.86637 0.78821 -2.88613 0.54
H -0.63243 3.35563 -1.54300 0.77
H -0.99410 2.09650 -0.38064 0.13
H -2.82587 1.33701 -2.02723 0.79
H -2.57799 2.89757 -2.84830 -0.86
H -2.74964 3.40698 -0.00853 0.51
H -3.89766 3.90388 -1.24258 0.40
H -5.25920 2.69811 0.17164 0.38
H -4.84461 1.48225 -1.06671 0.44
H -4.79632 0.89067 1.48505 0.54
H -3.24017 1.69440 1.55292 0.05
H -4.05958 -0.58099 -0.37686 0.44
H -2.44036 0.18540 -0.30295 -0.36
H -1.85639 -0.91729 1.64022 -0.36
H -3.56595 -1.11712 2.18592 0.26
H -3.87255 -2.79017 0.37236 0.47
H -2.51755 -3.26859 1.40492 0.42
H -2.12985 -4.00589 -1.77501 0.27
H -1.98067 -2.37125 -2.42843 0.13
H -3.52022 -2.86006 -1.72722 0.37
H 4.73124 -0.18594 -5.14371 0.49
H 2.14103 -0.47169 -6.28636 0.10
H 3.72797 -0.34994 -7.12122 0.38
H 3.95428 -2.76920 -7.21303 0.35
H 2.37423 -2.33036 -7.84589 0.42
H 2.50334 -2.99488 -6.23818 0.24
Cl -3.73125 3.37116 -5.21020 -0.17
C -2.83623 4.64706 -5.96246 0.30
C -2.14004 5.59279 -5.22053 0.35
Cl -2.10839 5.55288 -3.48984 -0.15
C -1.44426 6.60429 -5.86837 -0.48
C -1.43973 6.67144 -7.25136 -0.50
C -2.13112 5.72345 -7.99315 -0.49
C -2.82743 4.71503 -7.34901 -0.50
H -0.90619 7.34154 -5.28872 0.42
H -0.89803 7.46362 -7.75011 0.39
H -2.12940 5.77074 -9.07356 0.39
H -3.36858 3.97758 -7.92524 0.42
Cl 5.17437 -7.16062 3.43633 -0.20
C 4.02057 -6.12096 2.68499 0.43
C 2.83901 -5.76215 3.32421 0.34
Cl 2.45261 -6.31378 4.91444 -0.23
C 1.93305 -4.93076 2.68501 -0.64
C 2.20135 -4.45042 1.41942 -0.42
C 3.38306 -4.79752 0.78481 -0.53
C 4.29259 -5.63282 1.41207 -0.81
H 1.01313 -4.65154 3.17916 0.63
H 1.48737 -3.79976 0.92907 0.59
H 3.58577 -4.41058 -0.19746 0.34
H 5.21422 -5.90466 0.91691 0.43
Cl 1.38715 -1.91958 7.28680 -0.23
C -0.08718 -2.10090 6.40470 0.46
C -0.11399 -2.06171 5.01834 0.29
Cl 1.33258 -1.84207 4.09040 -0.25
C -1.31494 -2.20457 4.33958 -0.24
C -2.49173 -2.38933 5.04508 -0.56
C -2.46721 -2.43417 6.43278 -0.69
C -1.26738 -2.28985 7.10988 -0.52
H -1.32903 -2.17049 3.25815 0.34
H -3.42697 -2.49858 4.51256 0.43
H -3.38325 -2.58157 6.98825 0.42
H -1.24720 -2.32412 8.19014 0.46
Cl -3.20552 -8.79852 9.79209 -0.20
C -2.01603 -8.33291 8.62834 0.25
C -0.92771 -7.54500 8.97702 0.23
Cl -0.69242 -6.99280 10.59790 -0.21
C 0.00247 -7.18500 8.01193 -0.25
C -0.15062 -7.61099 6.70329 0.18
C -1.23709 -8.40298 6.35587 -0.73
C -2.16686 -8.76220 7.31691 -0.38
H 0.84828 -6.56882 8.28569 0.45
H 0.57777 -7.32228 5.95585 -0.11
H -1.35996 -8.74063 5.33543 0.39
H -3.01398 -9.37791 7.04849 0.41
Cl -3.33457 2.63618 4.42812 -0.11
C -4.17377 4.11163 4.08939 0.21
C -5.33989 4.12909 3.33626 0.46
Cl -6.02843 2.67671 2.70071 -0.16
C -5.97936 5.33424 3.08044 -0.49
C -5.45885 6.51721 3.57677 -0.52
C -4.29564 6.49887 4.33447 -0.48
C -3.65531 5.29796 4.58903 -0.48
H -6.88639 5.34599 2.49231 0.42
H -5.96114 7.45314 3.37346 0.38
H -3.88757 7.42022 4.72726 0.38
H -2.74917 5.28150 5.17854 0.42
```

Computed properties:
E_tot   -12810.53052 hartree
Spin multiplicity   1
Max |F|   0.048 hartree/bohr
Total charge   +1
Frontier orbital gap   6.8 eV



The following is a quantum chemistry calculation of Cr2F4H24O16P2 as an isolated structure in a non-equilibrium geometry, from the OMol25 dataset.

```
48
Properties=species:S:1:pos:R:3:mulliken_charge:R:1
Cr -18.24647 -14.38155 3.85133 0.80
Cr -13.43968 -14.94076 7.13437 1.11
O -17.56488 -14.12086 5.81650 1.31
P -16.88596 -14.17062 7.15586 -0.79
O -15.39627 -14.36768 7.33868 1.16
F -17.66418 -15.33468 8.00819 -0.21
F -17.32450 -12.79093 8.00264 -0.15
O -14.12287 -15.19668 5.18170 -0.39
P -14.85643 -15.21518 3.84011 0.41
O -16.33343 -14.87388 3.71375 -0.35
F -14.66599 -16.63657 3.06519 -0.15
F -14.02950 -14.12095 2.96953 -0.21
O -17.34403 -12.51982 3.53037 -0.28
H -17.23786 -12.20635 2.63221 0.34
H -17.05459 -11.78830 4.07566 0.23
O -17.62437 -17.08670 5.43573 -0.42
H -17.75952 -17.52005 6.27845 0.23
H -17.51136 -17.80420 4.81231 0.29
O -19.52591 -14.91238 9.71679 -0.74
H -18.89661 -15.18736 9.05001 0.53
H -19.67847 -15.69832 10.24144 0.36
O -13.37796 -13.01298 8.26421 -0.44
H -13.99062 -12.31674 8.02727 0.30
H -13.24065 -12.90194 9.20498 0.35
O -20.20735 -12.67253 7.98607 -0.31
H -20.03919 -13.22525 8.74926 0.34
H -19.69137 -11.88192 8.14397 0.44
O -14.70257 -12.41117 5.49436 -0.51
H -14.13837 -11.84258 4.97032 0.31
H -15.46942 -11.87309 5.69093 0.21
O -19.69029 -12.60084 5.08329 -0.47
H -20.10900 -12.88885 5.89443 0.28
H -20.06698 -11.73769 4.91211 0.30
O -13.56132 -15.95552 9.09825 -0.39
H -12.85629 -16.49453 9.45692 0.33
H -14.18684 -15.86886 9.81759 0.32
O -18.47468 -10.60399 8.25788 -0.67
H -18.23099 -10.00986 8.96770 0.35
H -17.78581 -11.26858 8.25401 0.48
O -17.43197 -13.77533 10.92502 -0.33
H -18.16614 -14.03825 10.36996 0.37
H -17.48987 -12.82065 10.96325 0.40
O -20.00408 -15.29568 4.70111 -0.34
H -20.15601 -15.99315 5.33883 0.28
H -20.83934 -15.20345 4.24278 0.33
O -17.31035 -17.99148 8.22862 -0.61
H -16.62268 -18.29907 8.81915 0.31
H -17.54177 -17.12414 8.56088 0.27
```

Computed properties:
E_tot   -4387.16262 hartree
Spin multiplicity   8
Max |F|   0.095 hartree/bohr
Total charge   +5
⟨S²⟩   15.853
Frontier orbital gap (spin up / spin down)   3.8 / 3.5 eV



The following is a quantum chemistry calculation of C3H19O7S as an isolated structure in a non-equilibrium geometry, from the OMol25 dataset.

```
30
Properties=species:S:1:pos:R:3:mulliken_charge:R:1
C 0.43565 0.19047 1.90771 -0.90
O 0.50588 1.60341 2.10059 -0.58
C 0.70488 -0.31236 0.49726 -0.20
C 0.57148 0.87519 -0.52292 -0.76
S 2.05216 0.99620 -1.76377 -0.27
H -0.51808 -0.14709 2.38047 0.31
H 1.24291 -0.14639 2.67683 0.32
H 1.67267 -0.90309 0.59924 0.35
H 0.03746 -1.12084 0.32350 0.42
H 0.39726 1.80925 -0.03062 0.53
H -0.32980 0.53810 -1.27369 0.24
H 3.11573 1.26552 -0.86089 0.14
H -0.36025 1.87674 1.66543 0.41
H -2.28016 2.86132 0.55990 0.17
O -1.63216 2.26226 0.59928 -0.80
H -2.25355 1.32455 0.91412 0.40
H -3.50214 0.67762 1.57837 0.15
O -2.75183 0.24414 1.30023 -0.88
H 0.45186 -2.44780 -2.32996 0.32
H 1.61988 -1.62263 -1.72125 0.29
O 1.38667 -2.35835 -2.32295 -0.67
H -1.42447 -3.46817 -1.87324 0.28
H -2.83138 -2.79597 -1.75979 0.39
O -2.17295 -3.23432 -2.30341 -0.63
H -2.87985 -1.32374 0.48467 0.46
H -4.29803 -1.60062 0.09386 0.27
O -3.40116 -2.08466 0.09510 -0.75
H 3.16016 0.63780 2.42282 0.28
H 2.70002 1.89344 2.00889 0.34
O 3.46220 1.34665 1.91483 -0.62
```

Computed properties:
E_tot   -1050.55493 hartree
Spin multiplicity   1
Max |F|   0.104 hartree/bohr
Total charge   -1
Frontier orbital gap   9.1 eV



The following is a quantum chemistry calculation of a 3-piece molecular cluster, C3H13NO2S2 overall in a non-equilibrium geometry, from the OMol25 dataset.

```
21
Properties=species:S:1:pos:R:3:mulliken_charge:R:1
C 1.34119 1.27901 -0.71132 -1.59
C 0.16395 0.29197 -0.70865 0.77
N 0.11162 -0.45898 -1.96578 -0.70
C 0.28953 -0.78274 0.44102 -1.02
S -0.87989 -0.59827 1.78936 -0.08
S -1.38700 -2.57672 2.11515 -0.23
H 2.33107 0.89848 -0.45682 0.34
H 1.46732 1.66336 -1.73193 0.40
H 1.18215 2.19600 -0.13770 0.39
H -0.76143 0.85055 -0.56608 0.24
H 0.36517 0.07876 -2.78549 0.23
H 0.75732 -1.23760 -1.92079 0.22
H 0.06742 -1.72491 -0.05534 0.54
H 1.32820 -0.81982 0.76801 0.37
H -0.33482 -2.92863 2.88623 0.16
O 1.30867 1.85594 2.58209 -0.60
H 0.44881 1.59369 2.92047 0.29
H 1.08277 2.08524 1.67497 0.29
O -3.12821 -0.89888 -1.43739 -0.62
H -3.18025 -0.35400 -0.64633 0.31
H -2.57361 -0.41246 -2.05369 0.30
```

Computed properties:
E_tot   -1123.69014 hartree
Spin multiplicity   1
Max |F|   0.031 hartree/bohr
Structure (SMILES)   C[C@@H](N)CSS.O.O
Frontier orbital gap   9.7 eV